(1)
Formula: C29H28FN4O3Rh
Source: the Open Molecules 2025 dataset
Level of theory: ωB97M-V/def2-TZVPD

Last column: Löwdin charge in e.
CARTESIAN COORDINATES (ANGSTROEM)
1 Rh 1.070 2.857 1.730  1.167
2 F -2.705 -2.708 0.821  0.084
3 C -1.560 -2.397 0.188  -0.181
4 C -0.912 -1.255 0.548  0.095
5 C 0.258 -0.863 -0.116  -0.043
6 C 0.940 0.367 0.252  -0.243
7 O 0.404 1.059 1.192  -0.127
8 C 2.096 0.690 -0.463  -0.011
9 C 2.505 -0.158 -1.468  0.073
10 N 1.903 -1.297 -1.808  0.033
11 C 2.431 -2.095 -2.904  -0.248
12 C 3.073 -3.416 -2.595  -0.084
13 C 3.911 -2.254 -3.035  -0.064
14 C 0.746 -1.678 -1.146  -0.100
15 C 0.074 -2.860 -1.483  0.074
16 C -1.085 -3.241 -0.835  -0.129
17 N -1.725 -4.442 -1.216  -0.096
18 C -2.670 -5.106 -0.319  -0.124
19 C -2.972 -6.505 -0.884  -0.068
20 N -1.835 -6.922 -1.770  0.060
21 C -1.781 -6.070 -3.013  -0.065
22 C -2.102 -4.624 -2.612  -0.117
23 C 3.024 1.871 -0.222  -0.578
24 O 3.953 2.016 -0.983  0.094
25 O 2.807 2.604 0.824  -0.138
26 H -1.318 -0.638 1.336  0.139
27 H 3.394 0.117 -2.022  0.155
28 H 1.846 -1.999 -3.810  0.160
29 H 2.909 -4.231 -3.287  0.108
30 H 3.141 -3.698 -1.553  0.118
31 H 4.316 -2.250 -4.036  0.120
32 H 4.544 -1.795 -2.290  0.118
33 H 0.483 -3.501 -2.250  0.117
34 H -3.620 -4.576 -0.219  0.134
35 H -2.223 -5.185 0.670  0.140
36 H -3.865 -6.517 -1.505  0.141
37 H -3.089 -7.242 -0.094  0.143
38 H -1.910 -7.908 -2.019  0.190
39 H -0.962 -6.796 -1.254  0.185
40 H -2.503 -6.471 -3.721  0.141
41 H -0.780 -6.174 -3.426  0.136
42 H -3.168 -4.412 -2.757  0.141
43 H -1.550 -3.940 -3.250  0.132
44 N -0.612 2.944 2.946  -0.004
45 C -1.066 4.216 3.493  -0.229
46 C -2.072 4.201 4.446  -0.023
47 C -2.507 5.383 5.015  -0.052
48 C -1.932 6.578 4.608  -0.045
49 C -0.944 6.582 3.641  -0.008
50 C -0.476 5.398 3.062  -0.115
51 C 0.507 5.459 1.939  -0.150
52 C 1.231 6.660 1.714  -0.018
53 C 1.871 6.918 0.529  -0.034
54 C 1.821 6.001 -0.528  -0.037
55 C 1.211 4.788 -0.333  -0.071
56 C 0.654 4.516 0.917  -0.186
57 H -1.385 2.496 2.458  0.121
58 H -0.369 2.317 3.712  0.123
59 H -2.504 3.256 4.755  0.121
60 H -3.286 5.372 5.764  0.117
61 H -2.264 7.513 5.036  0.119
62 H -0.554 7.534 3.311  0.112
63 H 1.238 7.414 2.487  0.115
64 H 2.401 7.852 0.404  0.122
65 H 2.309 6.219 -1.468  0.122
66 H 1.238 4.026 -1.100  0.115

Its charge is +2. As for the energy: -1776.50098 hartree.

=====

(2)
Formula: C29H28N10OS3Ti
Source: the Open Molecules 2025 dataset
Level of theory: ωB97M-V/def2-TZVPD

Last column: Löwdin charge in e.
CARTESIAN COORDINATES (ANGSTROEM)
1 Ti 0.217 0.721 0.446  0.845
2 S -2.009 7.503 -1.472  1.176
3 N -0.654 6.726 -1.850  -0.169
4 C -0.706 5.568 -1.201  -0.298
5 C 0.315 4.531 -1.252  -0.044
6 C 1.500 4.654 -1.991  0.096
7 C 2.412 3.620 -1.991  0.032
8 C 2.131 2.471 -1.269  -0.081
9 N 1.005 2.333 -0.553  -0.079
10 C 0.100 3.371 -0.531  -0.155
11 C -1.099 3.213 0.295  -0.162
12 N -1.228 2.056 1.008  -0.090
13 C -2.308 1.862 1.776  -0.079
14 C -3.312 2.811 1.879  0.025
15 C -3.202 3.980 1.154  0.092
16 C -2.079 4.192 0.344  -0.041
17 C -1.867 5.401 -0.436  -0.301
18 N -2.705 6.430 -0.499  -0.171
19 H 1.677 5.564 -2.554  0.152
20 H 3.338 3.686 -2.546  0.141
21 H 2.812 1.631 -1.262  0.093
22 H -2.364 0.926 2.318  0.133
23 H -4.163 2.622 2.520  0.140
24 H -3.970 4.744 1.202  0.151
25 N 0.729 1.659 2.733  0.034
26 N 2.075 1.863 3.085  -0.017
27 C 3.018 1.171 2.443  -0.717
28 N 4.259 1.227 2.878  0.180
29 S 2.630 0.184 1.094  0.851
30 H 0.250 2.549 2.849  0.127
31 H 0.315 0.996 3.391  0.137
32 H 2.268 2.334 3.961  0.186
33 H 4.533 1.750 3.700  0.154
34 H 4.992 0.751 2.373  0.136
35 C 1.276 -5.417 -0.140  0.080
36 N 0.612 -4.295 0.567  -0.001
37 N 0.804 -2.977 0.250  0.092
38 C -0.049 -2.278 1.015  -0.301
39 O -0.118 -0.927 0.963  -0.242
40 C -0.787 -3.116 1.806  0.099
41 C -0.339 -4.403 1.498  -0.195
42 C -0.776 -5.725 2.034  0.035
43 C 1.893 -2.527 -0.585  -0.253
44 C 1.605 -1.800 -1.727  -0.042
45 C 2.660 -1.346 -2.514  -0.046
46 C 3.969 -1.657 -2.169  -0.027
47 C 4.232 -2.409 -1.026  -0.029
48 C 3.192 -2.835 -0.215  -0.047
49 H 1.864 -5.026 -0.962  0.101
50 H 0.504 -6.077 -0.527  0.115
51 H 1.918 -5.949 0.558  0.120
52 H -1.535 -2.849 2.535  0.143
53 H -1.519 -5.585 2.814  0.104
54 H 0.069 -6.272 2.455  0.113
55 H -1.214 -6.340 1.246  0.109
56 H 0.580 -1.646 -2.033  0.085
57 H 2.452 -0.800 -3.425  0.125
58 H 4.787 -1.340 -2.803  0.130
59 H 5.251 -2.667 -0.767  0.132
60 H 3.391 -3.401 0.688  0.138
61 S -1.168 0.556 -1.635  0.796
62 C -2.533 -0.546 -1.597  -0.588
63 N -3.122 -0.706 -2.809  0.077
64 C -4.226 -1.451 -3.033  0.018
65 C -4.818 -2.114 -1.991  0.014
66 C -4.249 -1.984 -0.730  0.019
67 C -3.115 -1.207 -0.531  -0.050
68 H -2.714 -0.217 -3.600  0.163
69 H -4.586 -1.474 -4.053  0.162
70 H -5.703 -2.708 -2.164  0.143
71 H -4.708 -2.488 0.112  0.139
72 H -2.689 -1.097 0.454  0.093

For the energy above the lowest of the compared OMol25 structures with the same formula, charge and spin, the calculation gives 18.2 kcal/mol. Its charge is +4.

=====

(3)
Formula: C29H28NO2S
Source: the Open Molecules 2025 dataset
Level of theory: ωB97M-V/def2-TZVPD

Last column: Löwdin charge in e.
CARTESIAN COORDINATES (ANGSTROEM)
1 C -0.655 5.655 0.897  -0.056
2 O -0.672 4.706 1.991  -0.168
3 C -0.569 3.356 1.779  -0.313
4 C -1.855 2.701 1.785  -0.213
5 C -2.271 1.993 0.644  -0.058
6 C -3.576 1.508 0.593  -0.102
7 C -4.439 1.722 1.673  -0.085
8 C -4.001 2.398 2.818  -0.070
9 C -2.733 2.949 2.856  -0.010
10 C 0.723 2.864 1.664  -0.404
11 N 1.101 1.564 1.931  -0.116
12 C 0.122 0.525 2.220  -0.006
13 C 2.461 1.371 1.913  -0.320
14 C 3.003 -0.014 2.044  -0.027
15 C 3.160 2.544 1.820  -0.552
16 C 4.629 2.726 1.925  -0.102
17 S 2.124 3.908 1.661  1.116
18 H -0.650 6.636 1.396  0.099
19 H 0.245 5.520 0.285  0.064
20 H -1.551 5.545 0.271  0.089
21 H -1.555 1.903 -0.175  0.117
22 H -3.923 0.991 -0.305  0.076
23 H -5.468 1.383 1.611  0.101
24 H -4.668 2.534 3.671  0.111
25 H -2.381 3.567 3.685  0.132
26 H 0.604 -0.303 2.753  0.087
27 H -0.664 0.928 2.870  0.104
28 H -0.314 0.139 1.290  0.069
29 H 4.092 -0.013 1.912  0.074
30 H 2.799 -0.465 3.032  0.091
31 H 2.592 -0.695 1.276  0.081
32 H 5.146 1.760 1.948  0.070
33 H 5.024 3.306 1.082  0.080
34 H 4.890 3.271 2.844  0.087
35 C 3.099 -5.963 -0.792  -0.032
36 C 2.255 -5.500 0.233  -0.048
37 C 1.276 -4.557 -0.045  -0.007
38 C 1.106 -4.039 -1.351  -0.139
39 C 0.162 -2.973 -1.598  -0.118
40 O 0.039 -2.710 -2.922  0.120
41 C -0.859 -1.751 -3.354  -0.138
42 C -1.689 -1.064 -2.453  -0.122
43 C -2.779 -0.340 -3.030  0.022
44 C -2.951 -0.313 -4.402  -0.037
45 C -2.046 -0.969 -5.260  -0.014
46 C -0.983 -1.687 -4.733  0.030
47 C -1.456 -1.269 -1.078  0.083
48 C -0.563 -2.251 -0.658  0.045
49 C 1.895 -4.595 -2.389  0.009
50 C 2.900 -5.516 -2.110  -0.043
51 H 3.878 -6.693 -0.562  0.119
52 H 2.359 -5.885 1.250  0.118
53 H 0.600 -4.197 0.735  0.113
54 H -3.475 0.161 -2.353  0.113
55 H -3.790 0.244 -4.828  0.125
56 H -2.195 -0.933 -6.340  0.127
57 H -0.271 -2.208 -5.364  0.137
58 H -2.097 -0.773 -0.341  0.124
59 H -0.439 -2.491 0.400  0.126
60 H 1.719 -4.288 -3.415  0.121
61 H 3.536 -5.921 -2.903  0.120

For the energy above the lowest of the compared OMol25 structures with the same formula, charge and spin, the calculation gives 0.0 kcal/mol. Its charge is +1.